Here is a single C6H7N molecule from the OMol25 dataset. Energies are from wB97M-V/def2-TZVPD.

Last column: natural (NBO) charge in e.
Positions of all 14 atoms, in Å:
1 C 0.402 1.807 -1.631  -0.381
2 C 0.583 1.508 -0.351  -0.204
3 C 0.100 0.254 0.242  0.065
4 C -0.682 -0.023 1.336  -0.278
5 C -0.852 -1.427 1.413  -0.302
6 C -0.169 -1.977 0.364  -0.074
7 N 0.399 -0.951 -0.339  -0.495
8 H -0.141 1.149 -2.300  0.192
9 H 0.790 2.712 -2.083  0.200
10 H 1.090 2.210 0.300  0.212
11 H -1.073 0.729 2.002  0.219
12 H -1.436 -1.935 2.162  0.222
13 H 0.016 -2.987 0.041  0.210
14 H 0.974 -1.068 -1.157  0.413

M (Da): 93.1
Net charge: 0
Energy relative to the best compared isomer or geometry (same formula, charge and spin) (kcal/mol): 19.9
Energy (eV): -7824.784
SMILES: C=Cc1ccc[nH]1
HOMO-LUMO gap (Eh): 0.33421


Here is a single C12H14BrN molecule at a distorted geometry from the OMol25 dataset. Energies are from wB97M-V/def2-TZVPD.

Last column: natural (NBO) charge in e.
Positions of all 28 atoms, in Å:
1 C -2.239 -0.505 3.051  -0.254
2 C -1.929 -1.593 2.210  -0.187
3 C -1.500 0.660 3.015  -0.185
4 C -0.897 -1.542 1.323  -0.258
5 C -0.561 0.825 1.959  -0.279
6 C -0.199 -0.300 1.176  0.188
7 C 1.119 -1.247 -0.470  0.320
8 C 1.786 -2.365 -0.507  -0.578
9 C 0.642 1.877 -1.285  -0.421
10 C 0.702 1.403 -2.718  -0.488
11 C 1.464 1.013 -0.297  -0.214
12 C 0.245 -0.018 -2.922  -0.231
13 N 0.703 -0.153 0.165  -0.499
14 Br -1.490 -0.374 -2.320  0.043
15 H -3.064 -0.513 3.762  0.214
16 H -2.573 -2.488 2.168  0.217
17 H -1.937 1.486 3.659  0.220
18 H -0.525 -2.305 0.671  0.230
19 H -0.227 1.750 1.562  0.212
20 H 1.785 -3.173 0.247  0.212
21 H 1.970 -2.638 -1.532  0.229
22 H 0.924 2.941 -1.216  0.219
23 H -0.482 1.727 -1.012  0.226
24 H -0.030 2.129 -3.200  0.211
25 H 1.602 1.527 -3.204  0.214
26 H 2.393 0.547 -0.811  0.232
27 H 1.907 1.655 0.476  0.217
28 H 0.411 -0.325 -3.950  0.188

M (Da): 252.2
Net charge: 0
Energy relative to the best compared isomer or geometry (same formula, charge and spin) (kcal/mol): 92.4
Energy (eV): -84197.804
HOMO-LUMO gap (alpha / beta) (Eh): 0.24344 / 0.31433


Here is a molecular structure, C36H37F3IrN6O4S4 from the OMol25 dataset. Energies are from wB97M-V/def2-TZVPD.

Last column: Löwdin charge in e.
Positions of all 91 atoms, in Å:
1 Ir -0.129 0.061 0.605  1.324
2 N 0.161 -3.777 -0.725  0.162
3 C -1.122 -4.057 -1.278  -0.234
4 C -1.699 -5.303 -1.117  -0.005
5 C -2.973 -5.528 -1.620  -0.050
6 C -3.675 -4.504 -2.240  -0.054
7 C -3.102 -3.246 -2.374  -0.070
8 C -1.811 -3.038 -1.919  -0.445
9 S -0.938 -1.535 -2.208  1.050
10 N -0.069 -1.464 -0.718  -0.388
11 C 0.482 -2.555 -0.270  -0.324
12 C 1.530 -2.384 0.781  -0.185
13 C 2.445 -3.362 1.119  0.023
14 C 3.449 -3.050 2.030  -0.008
15 C 3.506 -1.774 2.560  -0.004
16 C 2.554 -0.846 2.164  -0.073
17 N 1.590 -1.146 1.299  -0.001
18 H 0.651 -4.567 -0.337  0.142
19 H -1.161 -6.095 -0.610  0.122
20 H -3.420 -6.506 -1.517  0.118
21 H -4.670 -4.684 -2.624  0.118
22 H -3.641 -2.439 -2.853  0.117
23 H 2.416 -4.347 0.673  0.122
24 H 4.180 -3.797 2.309  0.129
25 H 4.272 -1.491 3.268  0.127
26 H 2.550 0.162 2.561  0.120
27 S 4.954 3.119 -2.263  1.079
28 C 3.562 2.444 -1.465  -0.492
29 C 3.186 2.687 -0.145  -0.025
30 C 2.060 2.078 0.371  -0.123
31 N 1.279 1.249 -0.342  -0.119
32 C 1.654 0.999 -1.616  -0.116
33 C 2.753 1.569 -2.204  -0.058
34 C 5.600 4.216 -1.019  -0.542
35 C 5.143 5.523 -0.934  -0.077
36 C 5.688 6.338 0.049  -0.120
37 N 6.623 5.931 0.902  0.085
38 C 7.064 4.683 0.793  -0.118
39 C 6.588 3.781 -0.151  -0.074
40 H 3.754 3.349 0.493  0.122
41 H 1.768 2.274 1.388  0.078
42 H 1.030 0.311 -2.170  0.080
43 H 2.988 1.329 -3.233  0.122
44 H 4.396 5.902 -1.618  0.111
45 H 5.362 7.367 0.149  0.116
46 H 7.838 4.384 1.491  0.116
47 H 6.985 2.777 -0.210  0.112
48 F -2.427 1.791 4.038  0.125
49 C -1.629 2.843 3.825  -0.658
50 F -2.171 3.582 2.846  0.130
51 F -1.561 3.566 4.926  0.181
52 S 0.043 2.278 3.316  0.501
53 O 0.555 1.473 4.380  -0.264
54 O 0.755 3.477 2.960  -0.278
55 O -0.337 1.502 2.111  -0.500
56 O -1.138 -1.337 1.851  -0.645
57 S -1.260 -1.014 3.369  1.061
58 C -2.934 -1.549 3.845  -0.269
59 C -2.812 -2.916 4.513  -0.206
60 C -1.463 -2.910 5.227  -0.213
61 C -0.464 -2.421 4.185  -0.289
62 H -3.536 -1.527 2.939  0.095
63 H -3.301 -0.781 4.527  0.100
64 H -2.835 -3.704 3.759  0.122
65 H -3.641 -3.087 5.198  0.126
66 H -1.179 -3.890 5.607  0.127
67 H -1.486 -2.224 6.077  0.127
68 H -0.319 -3.155 3.389  0.100
69 H 0.497 -2.100 4.582  0.098
70 C -0.197 4.632 0.193  0.025
71 N -1.334 4.157 -0.543  -0.054
72 C -2.607 4.800 -0.338  0.018
73 C -1.231 2.956 -1.379  -0.076
74 C -2.226 1.898 -0.945  -0.229
75 C -3.518 2.090 -1.452  -0.070
76 C -4.577 1.289 -1.089  -0.061
77 C -4.326 0.258 -0.199  -0.063
78 C -3.040 0.036 0.262  -0.124
79 C -1.924 0.817 -0.097  -0.230
80 H -0.280 5.704 0.359  0.120
81 H 0.719 4.386 -0.339  0.103
82 H -0.185 4.140 1.179  0.090
83 H -2.453 5.803 0.047  0.112
84 H -3.182 4.214 0.388  0.124
85 H -3.168 4.823 -1.270  0.109
86 H -0.203 2.630 -1.347  0.089
87 H -1.470 3.273 -2.401  0.155
88 H -3.693 2.888 -2.165  0.112
89 H -5.565 1.460 -1.493  0.115
90 H -5.128 -0.398 0.116  0.113
91 H -2.889 -0.825 0.888  0.058

M (Da): 995.2
Net charge: +2
Multiplicity: 2
Energy relative to the best compared isomer or geometry (same formula, charge and spin) (kcal/mol): 0.0
Energy (eV): -109382.122
HOMO-LUMO gap (alpha / beta) (Eh): 0.27108 / 0.21153


Here is 3 unconnected molecules or ions with the total composition C3H8N2O2 at a distorted geometry from the OMol25 dataset. Energies are from wB97M-V/def2-TZVPD.

Last column: natural (NBO) charge in e.
Positions of all 15 atoms, in Å:
1 C -0.417 0.407 -1.973  -0.132
2 C -0.449 -0.716 -1.233  -0.091
3 N -1.210 -0.493 -0.061  -0.580
4 C -1.503 0.869 -0.107  0.173
5 N -0.970 1.465 -1.131  -0.486
6 H -0.287 0.721 -2.990  0.224
7 H -0.323 -1.668 -1.651  0.208
8 H -1.054 -1.080 0.845  0.466
9 H -2.129 1.366 0.629  0.196
10 O 0.624 -1.622 1.494  -0.983
11 H 1.002 -2.469 1.617  0.481
12 H 1.301 -0.908 1.505  0.517
13 O 1.986 1.132 1.248  -0.960
14 H 1.285 1.684 1.514  0.478
15 H 2.143 1.313 0.295  0.489

M (Da): 104.1
Net charge: 0
Energy relative to the best compared isomer or geometry (same formula, charge and spin) (kcal/mol): 39.8
Energy (eV): -10315.224
SMILES: c1c[nH]cn1.O.O
HOMO-LUMO gap (Eh): 0.35437